(1)
# C4H11NO

A 2-piece molecular cluster, C4H11NO overall at a distorted geometry (ωB97M-V with the def2-TZVPD basis set, the Open Molecules 2025 dataset).

The geometry in XYZ format:
```
17
Properties=species:S:1:pos:R:3:mulliken_spin:R:1
H -2.21 -0.69 1.47 0.02
H 0.74 0.40 0.51 0.00
C -2.09 -0.36 -0.66 -0.01
H 3.23 1.47 0.95 0.00
C 1.74 0.00 0.33 0.00
H -1.67 0.92 0.96 0.00
C -2.35 0.10 0.74 0.05
H -3.38 0.44 0.78 0.00
H -1.17 -1.59 -1.94 0.00
H 1.65 -0.82 -0.40 0.00
O -2.63 0.31 -1.60 0.92
H 2.21 1.98 -0.35 0.00
N -1.42 -1.43 -0.97 0.02
C 2.75 1.12 0.04 0.00
H 2.08 -0.56 1.20 0.00
H 3.47 0.80 -0.70 0.00
H -0.93 -2.08 -0.37 0.00
```

* <S²>: 0.755
* multiplicity: 2
* gap between HOMO and LUMO (alpha / beta): 10.47 / 5.77 eV
* HOMO level (alpha / beta): -14.9 / -14.9 eV
* strongest force on any atom: 1.81 eV Å⁻¹
* charge: +1

***

(2)
# C4H4

One molecule with the formula C4H4 at a distorted geometry (ωB97M-V with the def2-TZVPD basis set, the Open Molecules 2025 dataset).

The geometry in XYZ format:
```
8
Properties=species:S:1:pos:R:3:lowdin_charge:R:1
C -2.13 0.38 0.06 0.12
C 0.21 -0.62 -0.06 -0.12
H 2.62 -0.16 -0.08 0.05
C -1.08 -0.17 0.02 -0.25
C 1.58 0.28 0.14 0.09
H 1.57 1.30 0.16 -0.03
H 0.36 -1.75 -0.09 0.09
H -3.12 0.73 -0.15 0.04
```

* structure (SMILES): C#CC=C
* gap between HOMO and LUMO (alpha / beta): 8.46 / 8.41 eV
* HOMO level (alpha / beta): -8.8 / -8.5 eV
* strongest force on any atom: 8.35 eV Å⁻¹

***

(3)
# C22H33B2CaF20N6O12S4

C22H33B2CaF20N6O12S4 as an isolated structure at a distorted geometry (ωB97M-V with the def2-TZVPD basis set, the Open Molecules 2025 dataset).

The geometry in XYZ format:
```
100
Properties=species:S:1:pos:R:3:lowdin_charge:R:1
H -5.95 -5.82 -19.64 0.13
F -11.36 2.58 -25.67 0.11
N -13.58 -1.98 -12.38 -0.08
C -13.07 -4.28 -9.63 -0.16
H -13.22 -5.35 -9.82 0.12
C -16.70 5.56 -18.56 -0.68
F -12.40 0.55 -17.42 0.09
F -19.05 0.74 -16.47 0.17
H -8.95 -4.66 -17.74 0.11
F -16.28 6.78 -18.61 0.17
O -13.27 1.10 -22.66 -0.41
C -11.49 2.34 -24.36 -0.64
H -8.27 4.77 -21.14 0.08
C -7.93 -5.00 -17.86 0.03
H -5.54 -0.11 -20.17 0.09
C -5.79 -3.79 -20.59 0.00
S -15.22 4.40 -18.64 0.46
S -3.96 5.05 -16.14 0.46
H -11.63 4.80 -14.88 0.11
H -13.53 -1.50 -10.27 0.16
H -7.74 -1.09 -21.08 0.14
O -15.63 3.03 -19.02 -0.39
H -12.01 -4.24 -9.37 0.12
F -17.94 0.86 -14.64 0.08
F -17.34 5.23 -17.43 0.12
F -11.26 -0.45 -19.06 0.16
N -9.83 5.33 -15.96 -0.08
H -14.25 -0.53 -13.73 0.11
O -13.57 0.48 -24.93 -0.37
O -2.59 4.94 -15.56 -0.38
C -6.21 -4.78 -19.75 0.00
F -13.63 -3.28 -19.18 0.08
H -13.10 -5.18 -12.33 0.14
H -13.71 0.14 -12.15 0.10
B -11.19 -0.05 -17.79 -1.44
H -10.11 4.02 -14.27 0.10
F -17.47 5.28 -19.65 0.09
S -13.31 1.63 -24.01 0.50
O -14.30 5.01 -19.60 -0.36
C -6.79 -1.56 -21.30 -0.15
C -4.71 3.24 -16.00 -0.62
H -8.35 -2.43 -19.18 0.18
C -8.09 4.86 -20.07 -0.06
H -7.92 -6.04 -18.15 0.10
C -5.61 -0.63 -21.12 -0.06
C -13.43 -3.13 -13.08 0.02
F -10.60 1.45 -24.08 0.15
C -7.47 -3.02 -19.42 0.03
O -18.56 -2.11 -17.19 -0.33
C -13.93 -3.88 -8.36 -0.04
O -3.98 5.38 -17.56 -0.38
F -5.93 3.08 -16.58 0.08
F -19.70 -0.33 -14.72 0.12
H -8.05 7.09 -17.98 0.14
S -17.73 -1.51 -16.15 0.46
C -8.90 6.29 -16.12 -0.02
F -11.04 -1.16 -16.94 0.08
F -3.87 2.33 -16.51 0.11
C -13.49 -2.24 -11.05 0.02
H -5.57 0.14 -21.90 0.09
N -6.68 -2.75 -20.46 -0.05
Ca -14.44 -0.30 -19.69 1.73
H -14.98 -4.13 -8.50 0.08
F -4.73 3.07 -14.67 0.09
N -9.41 5.42 -18.16 -0.02
O -16.47 -1.05 -16.75 -0.40
C -13.22 -4.12 -12.15 0.00
H -4.94 -3.78 -21.26 0.14
F -14.42 -3.05 -21.25 0.16
F -13.78 -5.14 -20.64 0.13
F -10.17 0.82 -17.68 0.16
C -8.72 6.42 -17.46 0.00
O -14.14 2.83 -24.20 -0.35
H -12.51 -0.44 -13.33 0.11
C -9.49 5.20 -19.61 -0.15
H -7.75 3.92 -19.63 0.09
C -10.12 4.79 -17.15 0.04
H -10.25 4.43 -19.71 0.14
N -13.24 -3.59 -10.88 -0.05
C -10.55 4.89 -14.74 0.02
F -15.47 -4.20 -19.67 0.15
H -9.86 6.11 -20.08 0.14
C -18.66 0.05 -15.47 -0.68
H -8.53 6.95 -15.35 0.14
H -13.51 -3.15 -14.16 0.16
H -10.86 4.02 -17.30 0.17
O -4.81 5.93 -15.36 -0.37
H -7.37 5.68 -20.05 0.08
H -7.42 -4.75 -16.92 0.10
B -14.27 -3.93 -20.24 -1.44
H -13.50 -4.34 -7.47 0.08
H -13.90 -2.80 -8.28 0.06
N -7.26 -4.29 -18.96 -0.07
O -14.73 4.42 -17.29 -0.36
C -13.51 -0.59 -12.93 0.06
H -10.44 5.61 -13.93 0.09
H -6.79 -1.95 -22.31 0.14
H -4.66 -1.18 -21.15 0.07
O -17.52 -2.35 -14.99 -0.37
F -11.29 3.55 -23.68 0.06
```

* gap between HOMO and LUMO: 6.53 eV
* HOMO level: -6.4 eV
* strongest force on any atom: 4.85 eV Å⁻¹
* charge: -1

***

(4)
# C8H13NO3

A 2-piece molecular cluster, C8H13NO3 overall at a distorted geometry (ωB97M-V with the def2-TZVPD basis set, the Open Molecules 2025 dataset).

The geometry in XYZ format:
```
25
Properties=species:S:1:pos:R:3:lowdin_charge:R:1
O -3.34 0.47 1.66 -0.03
H 2.59 1.70 -1.39 0.12
C 4.35 -0.06 -0.26 -0.19
C 0.89 1.49 -0.04 -0.12
C -2.73 0.20 0.41 -0.42
H 0.39 0.69 -0.61 0.07
O 5.13 -0.92 0.08 0.10
H 4.74 0.82 -0.84 0.13
C -3.77 0.34 -0.59 -0.08
N -1.33 -1.48 -0.76 0.02
C 2.91 0.12 0.00 -0.34
H -1.94 -1.66 -1.54 0.06
H -5.51 0.30 -2.10 0.04
C 2.37 1.49 -0.35 -0.20
H -2.67 0.39 2.36 0.09
H 0.37 2.45 -0.28 0.09
O 2.15 -0.75 0.45 0.10
C -4.70 0.34 -1.38 0.13
H 0.73 1.31 1.03 0.09
H -0.73 -2.29 -0.62 0.07
H -1.45 -1.23 1.32 0.12
H 2.91 2.22 0.27 0.13
C -2.12 -1.21 0.44 -0.24
H -2.94 -1.93 0.65 0.13
H -1.90 0.92 0.19 0.14
```

* structure (SMILES): C#C[C@@H](O)CN.CCC(=O)C=O
* gap between HOMO and LUMO: 8.58 eV
* HOMO level: -9.5 eV
* strongest force on any atom: 3.66 eV Å⁻¹

***

(5)
# C37H35CoN9O8S

C37H35CoN9O8S as an isolated structure at a distorted geometry (ωB97M-V with the def2-TZVPD basis set, the Open Molecules 2025 dataset).

The geometry in XYZ format:
```
91
Properties=species:S:1:pos:R:3:mulliken_spin:R:1
H -5.60 -3.76 -0.10 0.00
H 2.39 0.96 2.33 0.00
H 0.62 2.57 -8.63 0.00
O -0.28 -2.38 8.72 0.00
H 2.77 3.34 -7.66 0.00
N 4.00 2.20 -5.67 0.10
N 4.51 1.87 -4.60 0.16
C 2.08 2.94 -3.27 0.00
H 0.79 4.54 -2.86 0.00
C 0.46 0.86 -7.37 0.06
C 4.41 -0.30 -1.73 0.05
C 4.86 0.46 -2.77 0.04
C 1.10 2.02 -7.85 -0.03
H -6.59 0.10 -1.67 0.00
C 0.86 -2.66 3.12 0.00
C 3.55 3.84 1.01 0.00
C 1.08 0.10 -6.37 -0.02
H 0.64 -0.83 -6.03 0.00
C -3.96 -2.39 -0.27 0.02
H -7.27 -2.17 -0.97 0.00
H -2.08 -0.29 7.86 0.00
H -1.04 -1.46 -7.62 0.00
N 0.96 0.70 -1.58 -0.03
H -0.19 3.75 -0.88 -0.01
H 2.60 4.79 -0.66 0.00
H -0.06 -0.80 6.22 0.00
H 4.20 2.63 2.67 0.00
C -0.19 -1.87 6.13 0.00
C -4.54 -0.20 -1.14 0.03
S -1.15 -2.48 7.59 0.00
H -1.94 0.38 2.23 0.00
H -0.74 1.19 3.22 0.00
N -0.79 1.10 -0.44 0.17
H -2.18 -2.88 0.15 0.00
H -1.69 -0.37 -6.36 0.00
O -1.24 -1.41 -0.15 0.12
C 2.29 2.44 -7.31 0.04
N -0.18 -1.93 3.67 0.00
C 0.60 3.08 -1.23 0.06
N 0.52 -0.87 1.86 0.00
C 2.22 0.80 -1.99 0.07
H -1.91 0.10 3.98 0.00
H -1.06 -3.36 4.89 0.00
H 5.06 -0.99 -1.22 0.00
C -5.85 -0.58 -1.27 -0.01
C -0.34 -0.85 2.88 0.00
N 1.59 1.91 0.71 0.06
H 2.43 3.45 -4.15 0.01
H 2.76 -0.09 -5.08 0.00
H 5.87 0.32 -3.15 0.00
C 1.18 3.59 -2.51 -0.01
H -4.21 0.79 -1.42 0.00
H -4.12 -1.05 9.21 0.00
H 2.05 -2.25 1.31 0.00
C -2.52 -1.29 7.79 0.00
C -1.51 -0.49 -7.43 0.00
N -1.96 0.64 -0.75 0.31
O 2.52 -0.82 -0.36 0.12
H -2.45 -0.43 -7.97 0.00
C -6.24 -1.87 -0.88 0.02
N 1.44 -3.85 3.62 0.00
C 1.27 -1.98 1.99 0.00
H 4.32 4.59 1.12 0.00
C 2.87 1.72 -6.24 0.04
C 2.27 0.51 -5.83 0.05
C 3.05 -0.19 -1.32 0.13
H -3.57 -2.72 8.98 0.00
H -3.15 -1.38 6.91 0.00
O -0.72 0.58 -7.93 0.02
C -0.92 -2.28 4.86 0.00
O 2.30 -4.34 2.93 0.00
C -5.31 -2.76 -0.39 -0.01
C 1.63 2.95 -0.12 -0.04
C 3.49 2.75 1.87 0.00
C 4.03 1.37 -3.46 0.21
C -0.05 1.71 -1.54 -0.07
C 2.73 1.71 -2.93 -0.02
H -1.90 -1.80 4.80 0.00
H -0.66 1.77 -2.45 0.00
H 0.77 -2.39 6.21 0.00
C 2.60 3.95 0.01 0.00
C -2.20 -0.64 -0.48 0.02
C -1.30 0.26 3.10 0.00
C 2.49 1.82 1.68 0.00
O -1.70 -3.75 7.23 0.00
C -3.25 -1.68 9.05 0.00
Co 0.62 -0.06 0.00 2.29
H -2.58 -1.59 9.91 0.00
O -3.08 -3.28 0.20 0.01
C -3.58 -1.09 -0.64 0.01
O 1.05 -4.27 4.69 0.00
```

* <S²>: 6.172
* multiplicity: 5
* gap between HOMO and LUMO (alpha / beta): 6.06 / 6.02 eV
* HOMO level (alpha / beta): -10.0 / -10.6 eV
* strongest force on any atom: 2.21 eV Å⁻¹
* charge: +1

***

(6)
# C19H19N5OPtS6

C19H19N5OPtS6 as an isolated structure (ωB97M-V with the def2-TZVPD basis set, the Open Molecules 2025 dataset).

The geometry in XYZ format:
```
51
Properties=species:S:1:pos:R:3:lowdin_charge:R:1
H -1.76 -2.40 0.14 0.10
C 2.33 1.48 -1.84 -0.26
N 4.21 2.30 0.42 0.16
H 5.05 0.15 1.82 0.14
S -2.79 4.04 2.89 0.99
C 2.99 0.24 -1.75 0.03
C 3.43 1.29 0.97 -0.22
C -4.84 -3.14 -0.87 -0.09
S -1.57 -0.03 2.18 0.70
H 5.06 2.57 0.88 0.17
C -3.35 -1.38 -0.64 -0.76
H 1.56 2.21 0.44 0.10
S -2.73 0.21 -0.82 0.67
H -5.24 -1.04 -1.39 0.16
C 2.29 -0.95 -1.77 -0.01
H -3.15 -4.50 -0.49 0.13
Pt -0.59 0.21 0.14 0.58
S -4.21 3.78 5.48 0.81
H -3.84 -3.79 0.98 0.13
S -1.21 3.02 0.67 0.77
C 0.97 1.48 -2.07 -0.03
H -5.77 -3.36 -0.36 0.13
H 1.17 -1.68 1.77 0.11
C 3.98 0.20 1.63 0.04
H 0.58 -2.79 -3.01 0.11
H 0.44 2.42 -2.20 0.13
C 3.15 -0.86 1.98 -0.01
H -0.89 -2.11 -2.30 0.07
C 2.05 1.33 0.82 -0.09
N 1.28 0.25 1.03 -0.13
N -2.71 -2.45 -0.20 0.03
S -2.98 1.42 4.21 0.99
O 4.66 4.05 -0.92 0.12
H 0.32 -2.92 -1.28 0.09
H 2.89 3.42 -2.34 0.17
C -3.61 -3.61 -0.07 -0.09
H 3.55 -1.73 2.48 0.13
H 2.83 -1.88 -1.69 0.14
N 3.01 2.70 -1.64 0.15
C 0.24 0.27 -2.12 -0.20
C 4.00 3.06 -0.74 -0.50
C -3.38 3.15 4.27 -1.43
H -4.86 -3.57 -1.87 0.13
C -2.00 2.75 2.05 -1.12
C 0.18 -2.27 -2.14 -0.04
C -2.14 1.41 2.73 -1.04
N -4.61 -1.69 -0.94 0.05
C 1.82 -0.83 1.61 -0.13
C 0.90 -0.96 -1.96 -0.29
H 4.06 0.23 -1.64 0.14
H -0.75 0.28 -2.55 0.07
```

* gap between HOMO and LUMO: 5.77 eV
* HOMO level: -14.1 eV
* strongest force on any atom: 0.21 eV Å⁻¹
* charge: +2

***

(7)
# C8H14CrF6NO12S4

C8H14CrF6NO12S4 as an isolated structure at a distorted geometry (ωB97M-V with the def2-TZVPD basis set, the Open Molecules 2025 dataset).

The geometry in XYZ format:
```
46
Properties=species:S:1:pos:R:3:mulliken_spin:R:1
C -1.41 -3.06 -2.06 0.00
H -2.13 -2.28 -2.32 0.00
H -0.13 -2.74 2.70 0.00
O 0.65 -0.21 1.70 0.01
O -0.15 2.00 -2.90 0.00
H 0.51 -2.51 4.39 0.00
H -4.07 1.29 -0.93 0.00
F -2.11 3.83 -2.51 0.00
H -3.08 -2.51 1.15 0.00
O -3.76 1.29 -0.01 0.00
C -2.98 -2.88 0.13 0.00
F 3.77 3.45 1.06 0.00
F -0.87 5.27 -1.47 0.00
H -0.43 -2.83 -2.46 0.00
O 2.00 -0.65 -0.62 0.03
O -0.65 -1.80 0.11 0.00
Cr -0.07 0.11 -0.26 2.97
H 2.09 -2.53 1.66 0.00
H 3.43 -1.29 -2.37 0.00
H -3.49 -3.84 0.06 0.00
H -0.82 -1.53 3.82 0.00
H -3.42 -2.18 -0.58 0.00
C 2.53 -1.88 2.42 0.00
O 1.08 4.35 0.46 0.00
O 2.53 -1.35 -2.72 0.00
O 1.33 3.76 -2.24 0.00
F 3.35 2.38 -0.80 0.00
S 0.26 2.91 -1.89 0.01
O -2.04 0.40 -1.17 -0.05
C -2.54 0.77 -0.06 0.01
N 0.44 2.05 -0.51 -0.02
C 3.02 2.52 0.48 0.00
H 2.95 -2.40 3.28 0.00
H -1.69 -4.04 -2.44 0.00
O 0.47 -0.69 -2.09 -0.05
H 3.30 -1.33 1.88 0.00
C -1.23 4.00 -1.53 0.00
O -1.82 0.63 0.94 0.03
O 0.86 2.45 1.96 0.00
S 1.21 2.96 0.69 0.01
S -1.25 -3.11 -0.27 0.00
C 1.69 -0.93 -1.81 0.02
F -1.84 3.64 -0.40 0.00
C 0.08 -2.05 3.50 0.00
S 1.22 -0.78 2.94 0.01
F 3.21 1.34 1.08 0.00
```

* <S²>: 3.778
* multiplicity: 4
* gap between HOMO and LUMO (alpha / beta): 8.77 / 9.68 eV
* HOMO level (alpha / beta): -9.5 / -9.8 eV
* strongest force on any atom: 3.06 eV Å⁻¹

***

(8)
# C3H5N3

One molecule with the formula C3H5N3 (ωB97M-V with the def2-TZVPD basis set, the Open Molecules 2025 dataset).

The geometry in XYZ format:
```
11
Properties=species:S:1:pos:R:3:lowdin_charge:R:1
N -0.08 -0.84 -1.57 0.08
C 0.97 1.30 -1.24 0.05
C -0.58 -0.84 -0.39 -0.18
N -0.56 0.32 1.84 0.08
H -1.36 -1.51 -0.02 0.12
H -0.54 -1.52 -2.18 0.06
H -0.16 1.15 2.27 0.08
H 2.00 1.22 -1.62 0.04
H -0.35 -0.48 2.42 0.08
N 0.73 1.02 -0.04 0.00
C -0.08 0.18 0.53 -0.41
```

* gap between HOMO and LUMO (alpha / beta): 8.13 / 8.13 eV
* HOMO level (alpha / beta): -7.5 / -7.5 eV
* strongest force on any atom: 0.50 eV Å⁻¹